Entry from the OMol25 dataset: C6H13N2S as an isolated structure at a distorted geometry (ωB97M-V/def2-TZVPD).

Values from the calculation:
ΔE to the lowest compared entry with this formula, charge and spin: 561.8 kJ/mol
Net charge: +1
HOMO energy: -0.48946 Eh
HOMO-LUMO gap: 10.29 eV

Last column: Löwdin charge in e.
Cartesian coordinates (Å):
C -3.773 0.848 -1.053  0.020
C -2.912 1.293 -1.758  -0.007
C 0.455 0.968 -0.618  -0.095
C 0.535 1.577 0.726  -0.135
C 1.265 -0.206 -0.057  -0.185
C 0.459 -1.688 -0.137  -0.545
N 1.287 -2.699 0.326  -0.011
N 1.075 0.352 1.313  0.039
S -1.050 -1.387 0.981  0.831
H -4.567 0.186 -0.923  0.017
H -2.256 2.099 -1.913  0.018
H -0.593 0.655 -0.613  0.069
H 0.805 1.589 -1.362  0.110
H 1.127 2.445 0.807  0.133
H -0.381 1.779 1.155  0.109
H 2.268 -0.445 -0.423  0.159
H 0.040 -2.129 -1.025  0.110
H 1.776 -2.766 1.194  0.087
H 0.798 -3.584 0.011  0.134
H 1.947 0.334 1.835  0.192
H 0.126 -0.130 1.547  0.003
H -0.484 -2.052 2.053  -0.056